The following is a DFT calculation (the ωB97M-V functional and the def2-TZVPD basis) of a structure of composition C7H17ClNOPS.

## Properties
Charge: 0
LUMO (eV): 0.01
Orbital gap (hartree): 0.24180
HOMO energy (eV): -6.57
Molecular weight (g/mol): 229.7
Maximum force (Eh/bohr): 0.109

Last column: Mulliken charge in e.
Positions of all 29 atoms, in Å:
1 C 0.97 1.79 0.59  -1.294
2 C -1.32 -1.90 1.95  -1.250
3 C 0.10 -0.59 3.56  -1.385
4 C 0.32 -0.65 -3.67  -0.846
5 C -0.50 1.24 0.52  -0.001
6 C 0.35 0.35 -4.83  -0.411
7 C -0.27 -0.76 2.16  0.514
8 N -1.09 0.60 1.82  -0.237
9 O 2.22 -0.68 -1.75  -0.595
10 P 1.18 0.23 -2.24  0.260
11 S -0.78 -0.02 -0.74  -0.314
12 Cl 2.03 0.92 -4.84  -0.225
13 H 1.15 2.57 -0.17  0.444
14 H 1.51 2.23 1.48  0.316
15 H 1.71 1.04 0.22  0.310
16 H -0.78 -2.86 2.05  0.382
17 H -2.28 -1.86 2.60  0.294
18 H -1.73 -1.90 0.94  0.352
19 H 0.78 0.28 3.70  0.429
20 H 0.68 -1.59 3.98  0.329
21 H -0.84 -0.43 4.25  0.295
22 H 1.00 -1.34 -3.77  0.470
23 H -0.76 -0.93 -3.59  0.357
24 H -1.20 2.19 0.34  0.251
25 H -0.80 1.22 2.59  0.384
26 H -0.15 1.23 -4.56  0.269
27 H 0.00 0.04 -5.82  0.336
28 H 0.60 -0.93 1.50  0.194
29 H -2.12 0.51 1.74  0.372

=====

The following is a DFT calculation (the ωB97M-V functional and the def2-TZVPD basis) of a cluster of 2 separate species, C2H7NO in total.

## Properties
Charge: -1
Spin multiplicity: 2
LUMO (alpha / beta) (eV): 4.36 / 4.29
Orbital gap (alpha / beta) (hartree): 0.22732 / 0.23155
HOMO energy (alpha / beta) (eV): -1.82 / -2.01
Molecular weight (g/mol): 61.1
Maximum force (Eh/bohr): 0.056

Last column: Löwdin spin population.
Positions of all 11 atoms, in Å:
1 O -1.31 -1.94 0.33  0.003
2 H -1.62 -2.84 0.46  0.000
3 C 0.64 0.81 -0.64  0.493
4 C -0.10 1.96 -0.24  0.285
5 N 0.90 -0.27 0.33  0.074
6 H 0.92 0.56 -1.66  0.032
7 H -1.18 1.83 -0.17  0.044
8 H 0.28 2.97 -0.22  0.033
9 H 0.66 -0.01 1.28  0.004
10 H 0.40 -1.18 0.09  0.009
11 H 1.86 -0.61 0.23  0.023

=====

The following is a DFT calculation (the ωB97M-V functional and the def2-TZVPD basis) of an isolated molecule of C22H31NO.

## Properties
SMILES: O[C@@](C#CCCN1CCCCC1)(c1ccccc1)C1CCCCC1
Charge: 0
LUMO (eV): 0.79
Orbital gap (hartree): 0.32634
HOMO energy (eV): -8.09
Molecular weight (g/mol): 325.5
Maximum force (Eh/bohr): 0.011

Last column: Mulliken charge in e.
Positions of all 55 atoms, in Å:
1 O 0.31 -1.03 2.46  -0.666
2 H 0.00 -1.94 2.51  0.481
3 C 0.80 -0.81 1.14  2.118
4 C -0.22 -1.21 0.18  -1.011
5 C -1.18 -1.44 -0.52  0.134
6 C -2.28 -1.71 -1.41  -0.702
7 H -2.11 -2.66 -1.92  0.329
8 H -3.20 -1.80 -0.82  0.352
9 C -2.47 -0.61 -2.48  -1.089
10 N -2.87 0.71 -2.04  0.129
11 C -1.84 1.47 -1.36  -0.525
12 C -2.25 2.95 -1.33  -0.887
13 C -3.58 3.09 -0.61  -0.732
14 C -4.62 2.20 -1.28  -0.942
15 C -4.12 0.76 -1.31  -0.520
16 H -4.85 0.13 -1.83  0.456
17 H -4.01 0.39 -0.28  0.264
18 H -4.78 2.54 -2.30  0.350
19 H -5.57 2.25 -0.74  0.379
20 H -3.91 4.14 -0.62  0.347
21 H -3.45 2.79 0.44  0.320
22 H -2.35 3.31 -2.36  0.358
23 H -1.47 3.52 -0.84  0.249
24 H -0.90 1.36 -1.90  0.459
25 H -1.68 1.13 -0.33  0.323
26 H -3.24 -0.96 -3.18  0.457
27 H -1.54 -0.50 -3.04  0.457
28 C 0.97 0.70 0.95  -0.504
29 C 0.56 1.59 1.93  -0.309
30 C 0.68 2.95 1.74  -0.779
31 C 1.19 3.44 0.55  -0.593
32 C 1.59 2.56 -0.44  -0.729
33 C 1.48 1.20 -0.24  0.019
34 H 1.78 0.52 -1.02  0.327
35 H 1.99 2.94 -1.37  0.396
36 H 1.28 4.51 0.39  0.424
37 H 0.36 3.63 2.51  0.425
38 H 0.16 1.20 2.86  0.464
39 C 2.17 -1.54 0.89  0.393
40 C 2.19 -2.33 -0.42  -0.943
41 C 3.58 -2.92 -0.66  -0.930
42 C 3.98 -3.84 0.49  -0.670
43 C 3.92 -3.08 1.81  -0.804
44 C 2.53 -2.49 2.04  -1.178
45 H 2.50 -1.96 2.99  0.362
46 H 1.80 -3.31 2.08  0.385
47 H 4.17 -3.75 2.64  0.416
48 H 4.66 -2.28 1.81  0.354
49 H 4.98 -4.23 0.33  0.348
50 H 3.29 -4.69 0.53  0.289
51 H 3.59 -3.47 -1.60  0.374
52 H 4.31 -2.10 -0.74  0.361
53 H 1.92 -1.68 -1.26  0.432
54 H 1.46 -3.13 -0.38  0.351
55 H 2.94 -0.77 0.85  0.431

=====

The following is a DFT calculation (the ωB97M-V functional and the def2-TZVPD basis) of an isolated molecule of C5H10O2.

## Properties
SMILES: C[C@@H]1OC[C@H](C)O1
Charge: 0
LUMO (eV): 1.13
Orbital gap (hartree): 0.40373
HOMO energy (eV): -9.85
Molecular weight (g/mol): 102.1
Maximum force (Eh/bohr): 0.009

Last column: Mulliken charge in e.
Positions of all 17 atoms, in Å:
1 C -2.23 0.41 0.84  -1.291
2 C -0.77 0.48 0.42  0.547
3 C 0.24 -0.17 1.39  -0.550
4 O 1.36 -0.48 0.57  -0.386
5 C 0.98 -0.03 -0.72  0.555
6 C 1.77 -0.68 -1.81  -1.377
7 O -0.42 -0.22 -0.78  -0.471
8 H -2.89 0.21 0.00  0.330
9 H -2.52 1.37 1.26  0.339
10 H -2.39 -0.35 1.61  0.312
11 H -0.55 1.54 0.19  0.233
12 H -0.22 -1.11 1.75  0.288
13 H 0.56 0.41 2.26  0.275
14 H 1.15 1.07 -0.75  0.191
15 H 1.61 -1.76 -1.85  0.332
16 H 1.50 -0.22 -2.76  0.341
17 H 2.82 -0.47 -1.61  0.333

=====

The following is a DFT calculation (the ωB97M-V functional and the def2-TZVPD basis) of the ion C7H11N2S2 with charge +1.

## Properties
Charge: +1
Spin multiplicity: 3
LUMO (alpha / beta) (eV): -3.32 / -6.45
Orbital gap (alpha / beta) (hartree): 0.19112 / 0.23913
HOMO energy (alpha / beta) (eV): -8.52 / -12.96
Molecular weight (g/mol): 187.3
Maximum force (Eh/bohr): 0.121

Last column: Löwdin spin population.
Positions of all 22 atoms, in Å:
1 C -2.34 -1.18 -0.39  0.396
2 C -2.90 0.04 -0.05  0.404
3 C -0.96 -1.20 -0.46  0.062
4 C -2.12 1.18 0.16  0.022
5 C -0.12 -0.18 -0.08  0.375
6 C -0.73 1.09 0.20  0.374
7 C 1.36 -0.25 -0.03  0.059
8 N 0.20 2.11 0.52  0.123
9 N 1.84 -1.79 -0.11  0.001
10 S 2.07 0.39 -1.64  0.065
11 S 2.35 0.25 1.50  0.059
12 H -2.94 -1.93 -0.78  0.019
13 H -4.02 0.11 -0.23  0.015
14 H -0.47 -2.26 -0.65  -0.002
15 H -2.60 2.15 0.55  -0.005
16 H -0.23 2.82 1.21  0.003
17 H 0.54 2.54 -0.27  0.018
18 H 1.71 -2.43 0.64  0.000
19 H 1.67 -2.25 -0.98  0.000
20 H 2.89 -1.67 0.11  0.000
21 H 3.01 1.07 -1.07  0.009
22 H 1.78 1.38 1.83  0.004

=====

The following is a DFT calculation (the ωB97M-V functional and the def2-TZVPD basis) of a cluster of 2 separate species, C5H12N2 in total.

## Properties
SMILES: C=CNC.C=NC
Charge: 0
LUMO (eV): 1.08
Orbital gap (hartree): 0.33329
HOMO energy (eV): -7.99
Molecular weight (g/mol): 100.2
Maximum force (Eh/bohr): 0.023

Last column: Mulliken charge in e.
Positions of all 19 atoms, in Å:
1 C -2.65 -1.17 -1.07  -0.824
2 C -1.78 -0.39 -0.41  0.155
3 N -2.08 0.48 0.63  -0.311
4 C -1.17 1.61 0.80  -0.829
5 H -3.72 -0.99 -1.02  0.225
6 H -2.31 -2.01 -1.66  0.247
7 H -0.73 -0.39 -0.66  0.178
8 H -3.04 0.82 0.53  0.245
9 H -1.58 2.33 1.50  0.347
10 H -0.24 1.24 1.24  0.258
11 H -0.93 2.16 -0.11  0.296
12 C 2.11 -1.25 0.51  -0.894
13 C 3.01 0.61 -0.53  -0.310
14 N 2.08 0.19 0.23  -0.235
15 H 1.83 -1.41 1.55  0.271
16 H 3.08 -1.70 0.30  0.402
17 H 1.37 -1.78 -0.10  0.281
18 H 3.11 1.69 -0.61  0.257
19 H 3.64 -0.05 -1.12  0.241

=====

The following is a DFT calculation (the ωB97M-V functional and the def2-TZVPD basis) of a structure of composition C19H23BO5Pt.

## Properties
Charge: 0
LUMO (eV): -0.37
Orbital gap (hartree): 0.28637
HOMO energy (eV): -8.16
Molecular weight (g/mol): 537.3
Maximum force (Eh/bohr): 0.031

Last column: Mulliken charge in e.
Positions of all 49 atoms, in Å:
1 Pt -1.38 -0.86 -0.12  1.104
2 C -2.69 0.46 2.09  -0.537
3 C -3.85 0.45 1.37  -0.226
4 C -4.23 -0.71 0.64  -0.463
5 C -3.51 -1.87 0.73  -0.546
6 C -2.32 -1.89 1.52  -0.391
7 C -1.88 -0.71 2.13  -0.365
8 H -2.37 1.35 2.61  0.402
9 H -4.45 1.35 1.30  0.395
10 H -5.09 -0.67 -0.02  0.389
11 H -3.82 -2.74 0.17  0.391
12 H -1.80 -2.83 1.67  0.426
13 H -0.97 -0.73 2.71  0.545
14 O -1.20 2.74 -4.68  -0.653
15 C -1.31 2.97 -3.36  0.406
16 C -1.45 4.29 -2.94  -0.794
17 C -1.55 4.61 -1.60  -0.270
18 C -1.51 3.60 -0.64  -1.294
19 C -1.40 2.29 -1.06  0.051
20 C -1.30 1.93 -2.40  0.240
21 C -1.24 0.51 -2.87  1.000
22 O -1.05 0.29 -4.06  -0.801
23 O -1.49 -0.50 -2.06  -0.753
24 H -1.10 1.76 -4.76  0.385
25 H -1.46 5.06 -3.71  0.423
26 H -1.64 5.64 -1.31  0.364
27 H -1.55 3.83 0.41  0.406
28 H -1.32 1.48 -0.35  0.318
29 C 3.18 -0.44 2.38  -1.816
30 C 2.57 -0.69 1.01  1.524
31 C 3.25 0.17 -0.04  -2.037
32 O 1.17 -0.26 1.06  -0.346
33 B 0.47 -1.17 0.29  0.264
34 O 1.18 -2.28 -0.08  -0.433
35 C 2.47 -2.20 0.62  1.722
36 C 3.54 -2.67 -0.34  -1.756
37 C 2.36 -3.13 1.81  -1.935
38 H 3.28 0.63 2.55  0.452
39 H 4.19 -0.88 2.43  0.349
40 H 2.58 -0.87 3.17  0.338
41 H 3.10 1.22 0.22  0.517
42 H 2.83 0.00 -1.03  0.359
43 H 4.32 -0.02 -0.08  0.363
44 H 3.54 -2.10 -1.26  0.352
45 H 3.37 -3.72 -0.58  0.447
46 H 4.53 -2.59 0.13  0.339
47 H 1.61 -2.79 2.52  0.289
48 H 3.31 -3.22 2.34  0.358
49 H 2.07 -4.12 1.45  0.502